DFT (the ωB97M-V functional and the def2-TZVPD basis) results for 8 unconnected molecules or ions with the total composition C38H36F48O10.

Computed properties:
- maximum force (eV/Å) = 3.20
- gap between HOMO and LUMO (hartree) = 0.3681
- energy (Ha) = -7015.5937
- structure (SMILES) = FC(F)C(F)(F)COC(F)(F)C(F)F.FC(F)C(F)(F)COC(F)(F)C(F)F.FC(F)C(F)(F)COC(F)(F)C(F)F.FC(F)C(F)(F)COC(F)(F)C(F)F.FC(F)C(F)(F)COC(F)(F)C(F)F.FC(F)C(F)(F)COC(F)(F)C(F)F.O=C1CCCO1.O=C1CCCO1
- HOMO level (eV) = -10.0187

ORCA input file:
```
! RIJCOSX wB97M-V def2-TZVPD def2/J DEFGRID3
* xyz 0 1
F -5.995 4.174 -8.292
F 3.630 1.418 -3.618
F -3.483 5.183 -5.823
F 2.118 6.475 -3.180
F -7.167 7.953 -4.911
F 4.631 9.146 2.445
F -1.191 15.217 -5.446
F 4.211 7.567 -6.282
F 4.772 9.859 -8.020
F 5.302 9.270 -5.455
F 0.117 14.984 -9.294
F -0.887 13.312 -4.519
F 10.788 8.511 -4.252
F 4.301 8.581 -3.078
F -6.387 5.945 -9.548
F 2.418 3.589 -3.260
F -3.713 14.111 -4.655
F 1.157 8.853 2.868
F 1.903 9.046 -1.619
F -3.419 9.754 -0.124
F 4.862 2.373 -1.257
F -2.000 9.015 -1.575
F 0.611 11.672 -8.217
F 10.476 7.774 -6.289
F -1.623 6.247 -8.698
F -3.489 13.991 -6.841
F 3.142 10.661 1.783
F 5.530 7.897 -8.711
F 2.252 13.173 -8.201
F 5.564 0.727 -4.339
F -0.732 5.242 -6.971
F -4.578 7.163 -4.137
F 8.685 6.815 -4.129
F 2.866 10.896 -0.911
F 8.057 8.875 -3.895
F -1.325 8.519 1.225
F -2.851 7.159 -6.466
F -8.131 6.952 -7.723
F 1.999 5.677 -5.193
F 2.583 9.619 4.352
F -6.035 6.739 -2.574
F -3.241 7.519 1.347
F 0.919 13.337 -10.566
F -7.997 5.155 -6.460
F 5.247 10.293 -2.129
F 4.090 4.803 -2.465
F -5.783 9.637 -4.605
F 5.196 0.230 -1.685
O 7.792 7.915 -5.884
O 5.300 2.929 -3.960
O -3.160 2.574 -1.761
O -3.873 7.902 -1.275
O -2.893 4.709 -2.193
O 2.969 8.656 0.962
O -1.350 8.694 -4.126
O -2.606 10.391 -4.872
O -4.069 5.947 -7.846
O -0.972 13.513 -6.816
C -1.815 3.250 -3.675
C 0.909 12.981 -8.201
C 9.916 8.503 -5.309
C 5.381 8.269 -6.370
C 6.514 7.345 -5.847
C -0.097 8.098 -4.471
C -4.623 8.637 -2.262
C 4.390 3.838 -4.548
C -5.419 7.744 -3.206
C -6.371 5.476 -8.298
C -7.764 5.649 -7.712
C 4.956 1.611 -3.577
C -2.218 7.829 0.513
C 8.593 7.989 -4.765
C -1.082 4.583 -3.677
C -1.866 5.361 -7.701
C 0.663 9.146 -5.178
C -2.871 8.610 -0.637
C 0.249 13.653 -9.412
C 2.823 5.803 -4.145
C -2.708 3.434 -2.480
C 5.432 1.514 -2.089
C -3.067 5.885 -6.886
C -0.429 9.873 -5.909
C 3.744 8.777 -0.211
C 3.365 9.368 2.091
C -6.400 8.604 -4.010
C 4.056 9.785 -2.514
C -5.390 6.208 -7.354
C 3.367 4.502 -3.561
C -2.985 13.583 -5.645
C 3.092 9.624 -1.311
C 5.633 8.844 -7.758
C 2.462 8.901 3.201
C -1.472 13.895 -5.576
C -2.006 5.577 -2.916
C 0.439 13.655 -6.908
C -1.623 9.716 -4.989
H -7.088 8.988 -3.245
H 6.526 1.562 -2.133
H 6.390 6.472 -6.498
H 1.536 8.732 -5.684
H 4.624 9.396 -0.006
H 2.716 7.881 3.506
H -0.752 13.246 -9.588
H -3.961 9.346 -2.758
H 5.035 4.580 -5.018
H 0.352 7.730 -3.553
H -2.609 6.183 -3.589
H -5.328 9.211 -1.657
H -0.832 4.964 -4.665
H -5.519 7.283 -7.509
H 3.681 6.430 -4.387
H -1.384 6.205 -2.282
H -0.238 7.216 -5.105
H -3.093 12.496 -5.607
H 0.947 13.104 -6.110
H 3.877 3.312 -5.357
H -2.115 4.445 -8.244
H 1.108 9.814 -4.431
H -5.588 6.046 -6.297
H -1.755 6.937 0.083
H 0.843 14.664 -6.852
H 9.754 9.473 -5.795
H -1.293 2.309 -3.511
H 6.296 7.055 -4.818
H 6.635 9.281 -7.806
H -2.262 3.166 -4.667
H 4.018 7.788 -0.570
H -0.124 4.415 -3.179
H -8.508 5.104 -8.307
H 3.553 10.490 -3.182
H -0.631 9.452 -6.896
H -0.226 10.933 -6.044
*
```

Atomic partial charges in e from the Mulliken method, atoms 1 to 2: atom 1 (F): -0.3084, atom 2 (F): -0.2620

DFT (the ωB97M-V functional and the def2-TZVPD basis) results for a molecular structure, C38H37As2N6O4PbS2.

Computed properties:
- maximum force (eV/Å) = 1.66
- gap between HOMO and LUMO (spin up / spin down) (hartree) = 0.2361 / 0.2137
- energy (Ha) = -7560.3036
- HOMO level (spin up / spin down) (eV) = -10.4032 / -9.7636

ORCA input file:
```
! RIJCOSX wB97M-V def2-TZVPD def2/J DEFGRID3
* xyz 1 1
Pb 0.137 -0.285 -0.254
As 1.890 -2.768 0.435
As 3.132 0.325 1.149
S 2.585 4.744 2.482
S 1.954 5.722 -0.245
O -3.181 0.624 2.224
O -1.751 -0.872 -4.271
O -3.409 2.051 -1.961
O -1.080 1.934 -0.768
N 0.579 3.794 1.037
N -1.454 -0.921 -1.962
N -2.139 -0.701 0.658
N -0.377 -1.423 2.757
N -0.093 3.867 -0.049
N 1.290 -0.703 -2.509
C 2.437 0.965 2.866
C -1.050 -0.924 -3.277
C 3.880 -3.660 2.402
C 0.297 -1.984 3.764
C 5.003 -3.540 3.206
C -3.393 3.341 -1.602
C -2.092 -0.848 4.329
C 1.604 4.631 1.066
C 3.327 6.325 1.991
C -3.825 -1.386 -2.518
C 3.956 -1.297 1.906
C -1.141 3.158 -0.521
C 0.451 -0.999 -3.501
C 5.097 -1.196 2.702
C -2.384 -0.248 1.950
C 4.726 1.457 0.970
C -1.387 -1.443 5.359
C -5.116 -1.506 -2.080
C 3.355 -2.555 1.735
C 2.263 -1.458 -4.986
C 3.060 -3.509 -0.957
C -3.126 -0.913 -0.212
C 3.134 -1.133 -3.957
C -4.494 -1.036 0.190
C -3.517 6.052 -0.906
C -2.417 5.304 -0.567
C -5.459 -1.317 -0.718
C -4.496 4.115 -1.961
C 3.516 6.286 0.491
C 2.603 -0.740 -2.745
C 1.012 -4.442 0.922
C -4.561 5.445 -1.612
C 5.626 -2.307 3.341
C -0.165 -2.029 5.069
C -2.328 3.943 -0.901
C 0.900 -1.366 -4.762
C -1.553 -0.868 3.047
C -2.775 -1.073 -1.623
H -3.044 -0.359 4.485
H -3.598 -1.524 -3.559
H 2.646 7.120 2.292
H -5.894 -1.761 -2.789
H 4.461 2.338 0.387
H 0.693 -4.914 -0.007
H -1.784 -1.446 6.368
H 3.740 7.270 0.082
H 3.260 1.198 3.542
H 1.810 1.846 2.725
H -6.491 -1.412 -0.403
H 0.132 -4.234 1.526
H 5.119 1.775 1.934
H -1.594 5.763 -0.032
H 0.169 -1.571 -5.529
H -4.741 -0.907 1.232
H -5.292 3.637 -2.519
H 3.514 -4.432 -0.599
H 4.273 6.437 2.518
H 0.423 -2.513 5.838
H 2.484 -3.712 -1.860
H -2.578 1.649 -1.648
H 3.850 -2.799 -1.190
H 3.245 -0.445 -1.926
H 2.640 -1.775 -5.950
H 5.398 -4.409 3.717
H 3.417 -4.633 2.299
H 5.493 0.905 0.430
H 1.261 -2.417 3.519
H 5.586 -0.238 2.828
H 4.206 -1.191 -4.089
H 1.667 -5.127 1.453
H -3.575 7.098 -0.637
H -5.429 6.026 -1.898
H 6.518 -2.209 3.948
H 1.827 0.175 3.304
H 4.298 5.585 0.208
*
```

Atomic partial charges in e from the Mulliken method, atoms 1 to 2: atom 1 (Pb): 1.8310, atom 2 (As): 0.9485

DFT (the ωB97M-V functional and the def2-TZVPD basis) results for a molecular structure, C38H37BN7Pt.

Computed properties:
- maximum force (eV/Å) = 2.01
- gap between HOMO and LUMO (spin up / spin down) (hartree) = 0.3327 / 0.2136
- energy (Ha) = -1997.5109
- expectation value of S² = 6.0596
- HOMO level (spin up / spin down) (eV) = -10.8140 / -10.8149

ORCA input file:
```
! RIJCOSX wB97M-V def2-TZVPD def2/J DEFGRID3
* xyz 1 5
Pt -0.190 0.017 -0.020
N -1.057 -1.698 -1.189
N -1.100 1.223 -1.566
N 0.224 0.006 1.960
N 1.250 -0.326 -2.732
N -0.928 -1.547 -2.531
N -0.910 0.945 -2.862
N 1.545 -0.341 -1.418
C 2.383 -0.430 -3.455
C 3.012 -1.040 1.145
C 2.417 -0.401 -4.945
C -2.141 2.768 -2.762
C 1.388 2.588 1.136
C 0.379 0.517 4.252
C -1.527 1.844 -5.108
C 3.437 -0.508 -2.567
C 1.205 2.685 4.915
C -2.270 2.872 -0.170
C -2.634 -4.608 2.827
C -1.539 1.863 -3.620
C -1.864 2.318 -1.465
C 1.097 2.193 2.552
C -2.701 -4.636 0.427
C 4.886 0.000 0.061
C 5.591 -0.027 1.252
C 3.706 -1.034 2.344
C -2.452 2.052 0.947
C -3.011 -5.221 1.643
C -1.517 -2.796 -4.636
C 0.549 0.885 2.861
C -2.814 4.780 1.205
C -1.675 -2.864 -0.954
C -0.157 -0.841 4.582
C 0.708 1.421 5.229
C -1.465 -2.613 -3.157
C -1.645 -2.815 1.566
C -2.745 2.593 2.187
C -2.005 -3.426 0.365
C -2.913 3.963 2.322
C 4.997 -0.532 2.400
C 3.584 -0.500 -0.005
C -1.954 -3.401 2.783
C -2.491 4.241 -0.029
C 2.869 -0.463 -1.285
C -1.952 -3.466 -2.192
C 1.394 3.051 3.582
B -0.205 -0.371 -3.234
H -3.142 4.393 3.288
H -3.007 -5.131 -0.483
H 0.428 -1.619 4.086
H 0.615 2.217 0.448
H -1.189 -0.950 4.238
H -1.664 -2.917 3.706
H -2.385 4.892 -0.888
H 3.450 -0.373 -5.283
H -3.549 -6.160 1.662
H -1.114 -1.879 1.549
H 1.935 -1.279 -5.375
H 5.337 0.431 -0.823
H -2.057 -1.983 -5.120
H -2.868 -5.070 3.777
H -0.137 -1.014 5.656
H -2.874 1.945 3.046
H 1.452 3.379 5.706
H -2.015 0.949 -5.497
H 1.419 3.672 1.038
H 2.038 -1.502 1.083
H -2.984 5.845 1.295
H 5.546 -0.543 3.333
H -2.050 2.715 -5.494
H -2.435 -4.409 -2.372
H 6.606 0.347 1.283
H 1.790 4.032 3.350
H -2.729 3.624 -3.044
H 3.246 -1.438 3.238
H -0.517 -2.839 -5.068
H 2.348 2.179 0.811
H -0.505 1.856 -5.488
H 0.575 1.142 6.266
H -2.028 -3.731 -4.852
H -0.228 -0.526 -4.407
H 4.478 -0.630 -2.813
H 1.902 0.483 -5.322
H -2.447 0.970 0.828
*
```

Atomic partial charges in e from the Mulliken method, atoms 1 to 2: atom 1 (Pt): 2.6687, atom 2 (N): -0.3914

DFT (the ωB97M-V functional and the def2-TZVPD basis) results for 3 unconnected molecules or ions with the total composition C38H37BO12S.

Computed properties:
- maximum force (eV/Å) = 0.47
- gap between HOMO and LUMO (hartree) = 0.3180
- energy (Ha) = -2796.3079
- HOMO level (eV) = -9.6425

ORCA input file:
```
! RIJCOSX wB97M-V def2-TZVPD def2/J DEFGRID3
* xyz 0 1
S 1.500 0.816 4.300
O 0.505 0.984 -1.028
O -1.447 5.896 0.925
O 1.620 2.312 3.711
O 1.218 0.039 2.915
O 4.050 -3.750 -3.538
O 0.280 0.774 5.088
O -1.701 -5.202 -0.214
O -4.453 -4.488 4.338
O 3.758 0.452 -6.863
O -1.119 1.622 0.651
O -1.628 1.782 -1.639
O 0.952 6.930 4.175
C -0.482 -3.709 1.813
C -2.477 -4.050 3.123
C 0.775 -1.168 -3.198
C 5.076 -2.505 -5.260
C 6.007 -1.199 -7.059
C 0.942 5.567 4.567
C 1.705 0.145 -4.985
C 3.993 -2.786 -4.271
C 7.102 -2.044 -7.101
C -0.663 2.707 2.767
C -0.166 1.707 1.705
C -1.526 3.864 2.238
C -4.290 -6.254 -0.090
C -0.033 0.284 2.258
C 7.191 -3.116 -6.221
C -0.660 -2.754 4.015
C 2.778 -0.736 -5.074
C 4.992 -1.423 -6.136
C -5.699 -5.923 2.285
C 1.836 -2.051 -3.285
C -2.331 7.772 -0.278
C 0.481 3.219 3.685
C -3.839 -4.631 3.303
C 6.180 -3.349 -5.304
C -1.925 -3.299 4.156
C 0.710 -0.068 -4.047
C -6.269 -6.613 1.229
C 0.064 -2.966 2.846
C -1.756 -4.249 1.945
C 3.833 -0.483 -6.095
C -2.419 6.274 -0.039
C -3.712 -5.563 0.968
C -5.566 -6.775 0.040
C -4.421 -5.391 2.158
C -2.331 -5.023 0.807
C -1.084 4.528 0.931
C 1.082 4.600 3.390
C 2.847 -1.834 -4.216
B -0.723 1.494 -0.659
H 5.919 -0.357 -7.733
H -0.119 0.624 -3.965
H 6.226 -4.180 -4.614
H -2.504 -3.151 5.057
H 0.793 6.990 3.230
H -3.724 -6.373 -1.004
H 1.259 1.574 -0.981
H 0.636 5.064 2.513
H 2.140 4.462 3.167
H 0.026 5.356 5.130
H 0.072 3.240 4.697
H -0.239 -2.156 4.814
H -1.553 4.639 3.009
H -2.575 8.009 -1.314
H -1.315 8.113 -0.086
H 7.892 -1.867 -7.820
H -2.256 5.722 -0.972
H -0.005 -1.334 -2.469
H 0.062 -3.878 0.894
H -1.524 4.016 0.076
H 1.672 0.991 -5.657
H -1.304 2.125 3.433
H 8.051 -3.772 -6.252
H -0.867 0.050 2.923
H 1.051 -2.537 2.739
H -6.017 -7.310 -0.786
H -2.509 1.939 -1.291
H -3.419 6.005 0.321
H 1.904 -2.914 -2.636
H 0.819 2.011 1.335
H -2.555 3.522 2.124
H 1.780 5.427 5.255
H -0.067 -0.412 1.423
H -3.017 8.328 0.358
H -7.264 -7.026 1.330
H -6.229 -5.783 3.218
H 0.004 4.475 0.803
*
```

Atomic partial charges in e from the Mulliken method, atoms 1 to 2: atom 1 (S): 0.3785, atom 2 (O): -0.3464

DFT (the ωB97M-V functional and the def2-TZVPD basis) results for a molecular structure, C38H37Br2N9OPbS.

Computed properties:
- maximum force (eV/Å) = 0.47
- gap between HOMO and LUMO (spin up / spin down) (hartree) = 0.1674 / 0.1538
- energy (Ha) = -7777.4067
- HOMO level (spin up / spin down) (eV) = -0.6841 / -0.3111

ORCA input file:
```
! RIJCOSX wB97M-V def2-TZVPD def2/J DEFGRID3
* xyz -2 1
Pb -1.260 -1.358 -1.044
Br 3.644 -7.279 0.749
Br -0.814 -3.674 5.844
S -3.795 -1.704 -2.339
O -0.458 -1.791 -3.311
N -1.416 -3.198 1.127
N 2.522 1.253 -2.635
N 0.593 -3.998 -0.531
N -2.869 0.726 -0.918
N -1.495 0.095 1.374
N -4.800 0.268 -3.851
N 0.732 0.381 -1.733
N -3.660 1.029 -2.028
N 0.396 1.888 0.117
C -1.250 -0.963 2.312
C -0.718 3.935 -1.933
C -0.410 -3.900 1.646
C 0.891 3.039 0.786
C -4.050 -0.005 -2.693
C 2.577 0.388 1.624
C -3.378 1.026 0.236
C 1.111 1.477 -0.992
C 0.584 -4.451 0.751
C 1.999 5.361 1.874
C -1.079 -3.421 3.950
C 1.612 0.256 -2.721
C -1.860 -0.966 3.744
C 1.918 -2.593 -5.907
C 2.427 4.115 2.298
C -2.076 3.928 0.183
C 2.783 -0.763 -4.647
C 2.221 2.055 -1.538
C 0.810 -2.619 -5.097
C -3.490 0.586 2.685
C 2.416 -5.904 0.236
C 1.505 -4.465 -1.379
C -0.244 -4.026 3.088
C 1.883 2.937 1.780
C 2.935 -1.650 -5.692
C 1.324 1.346 3.595
C 2.324 1.644 2.469
C -0.822 4.484 -0.504
C -2.070 -2.290 2.015
C 2.473 -5.411 -1.063
C 1.668 -0.752 -3.795
C -3.070 -0.082 3.783
C 0.399 4.297 0.395
C 0.974 5.442 0.942
C -2.732 0.623 1.450
C -2.170 -2.496 3.563
C 0.613 -1.704 -4.008
C 1.494 -5.469 1.146
H -4.417 1.154 2.719
H -0.821 2.849 -1.953
H 3.114 -0.343 2.236
H -0.944 5.566 -0.590
H -2.205 4.363 1.179
H 1.437 -5.908 2.130
H -4.680 -0.459 -4.538
H -1.180 -0.768 4.577
H 3.181 0.605 0.741
H -3.139 -2.798 3.966
H 0.565 -4.630 3.478
H -2.967 4.151 -0.412
H -4.363 1.493 0.286
H 1.467 -4.062 -2.391
H 3.818 -1.620 -6.319
H 3.202 -5.748 -1.786
H -4.599 1.190 -4.209
H 2.011 -3.312 -6.716
H 3.278 1.891 2.940
H 3.194 4.041 3.063
H 0.327 1.167 3.180
H 2.439 6.262 2.287
H 2.800 2.920 -1.260
H 0.019 -3.346 -5.242
H -0.213 1.210 0.600
H 3.590 -0.056 -4.483
H 0.233 4.200 -2.401
H -3.038 -1.982 1.610
H -1.529 4.358 -2.536
H 0.595 6.413 0.641
H -0.195 -1.239 2.329
H 1.257 2.188 4.291
H 3.283 1.400 -3.264
H 1.652 -0.084 1.293
H -2.009 2.843 0.283
H -3.629 -0.011 4.713
H 1.625 0.454 4.154
*
```

Atomic partial charges in e from the Mulliken method, atoms 1 to 2: atom 1 (Pb): 1.0601, atom 2 (Br): -0.2730